The following is a DFT calculation (ωB97M-V with the def2-TZVPD basis set) of a structure of composition C29H24N4O9PtS.

Properties
2S+1: 5
Kohn-Sham gap (alpha / beta): 4.30 / 7.55 eV
Largest force on an atom: 0.0064 hartree/bohr
Relative energy (zero: lowest compared OMol25 entry of this formula, charge and spin): 0.086 eV
Net charge: -2

Each line ends with the Löwdin spin population.
Geometry (Å):
Pt  -0.4480  -0.2632  0.6360  0.6478
C  -4.6670  1.8068  -2.8189  0.0000
C  -4.1310  0.6068  -2.0888  0.0017
C  -3.5064  -0.4344  -2.7683  0.0054
C  -2.9711  -1.5190  -2.0863  0.0031
C  -3.0607  -1.5728  -0.7042  0.0241
C  -3.6939  -0.5476  -0.0103  0.0223
C  -4.2208  0.5313  -0.7005  0.0078
S  -2.2220  -2.8664  0.2073  0.0060
O  -2.3650  -4.0719  -0.5851  0.0014
O  -2.8059  -2.8458  1.5237  0.0005
N  -0.6923  -2.4099  0.2934  0.0040
C  0.1031  -2.7463  -0.8847  0.0011
C  0.4498  -1.5532  -1.7694  0.0021
O  0.9142  -1.7231  -2.8839  0.0023
O  0.2415  -0.3712  -1.2600  0.0266
H  -4.6039  1.6719  -3.8997  0.0000
H  -4.0865  2.6947  -2.5601  0.0000
H  -5.7099  1.9999  -2.5582  0.0000
H  -3.4241  -0.3916  -3.8489  0.0003
H  -2.4799  -2.3193  -2.6256  -0.0001
H  -3.7739  -0.6110  1.0677  0.0020
H  -4.6982  1.3326  -0.1465  0.0002
H  -0.3769  -3.4983  -1.5103  0.0002
H  1.0499  -3.1912  -0.5628  0.0005
O  -0.3670  2.3444  1.9068  0.1949
C  -1.5240  2.6174  2.5628  0.4469
C  -2.4465  1.6655  3.0282  0.0372
C  -3.6324  2.1472  3.6191  0.1323
C  -4.5335  1.2791  4.2033  0.0126
C  -4.3062  -0.0987  4.2390  0.0903
C  -3.1571  -0.5923  3.6623  0.0034
C  -2.2114  0.2385  3.0286  0.0819
O  -1.1326  -0.3056  2.5551  0.0620
N  -5.7382  1.8136  4.8022  -0.0025
O  -6.5145  1.0384  5.3491  0.0033
O  -5.9390  3.0220  4.7481  -0.0146
H  -1.6829  3.6698  2.7781  0.0233
H  -3.8321  3.2093  3.6332  0.0051
H  -5.0290  -0.7547  4.6991  0.0052
H  -2.9536  -1.6533  3.6357  -0.0020
N  6.1899  -1.8875  3.0684  0.0309
C  5.2993  -0.8948  3.5572  0.1231
O  5.6270  -0.2701  4.5796  0.1369
C  4.0983  -0.6834  2.8124  0.1920
C  3.7790  -1.3448  1.5872  0.0861
C  2.5835  -1.1256  0.9685  0.0701
N  1.6351  -0.2798  1.4426  0.4133
C  1.9228  0.3739  2.6047  0.0818
C  3.0964  0.2163  3.2791  0.0882
H  6.8165  -2.1584  3.8132  0.0031
H  5.7320  -2.6860  2.6528  0.0033
H  4.4826  -2.0037  1.0938  0.0077
H  2.3651  -1.6031  0.0224  0.0037
H  1.1491  1.0315  2.9703  0.0041
H  3.2633  0.7662  4.1952  0.0067
C  -0.4914  1.7249  0.6537  0.5003
C  -0.6168  2.6603  -0.4096  0.0597
C  -0.4347  4.0497  -0.1828  0.1075
C  -0.6059  4.9710  -1.1968  -0.0040
C  -0.9720  4.5652  -2.4770  0.1284
C  -1.1598  3.2046  -2.7196  -0.0022
C  -0.9902  2.2699  -1.7200  0.1056
H  -0.1373  4.3843  0.8013  0.0064
H  -0.4447  6.0230  -0.9880  -0.0038
H  -1.1069  5.2922  -3.2689  0.0098
H  -1.4458  2.8657  -3.7094  -0.0033
H  -1.1325  1.2229  -1.9354  0.0059

The following is a DFT calculation (ωB97M-V with the def2-TZVPD basis set) of a structure of composition C29H25BrN5O2Sc in a non-equilibrium geometry.

Properties
2S+1: 1
Kohn-Sham gap: 6.98 eV
Largest force on an atom: 0.0268 hartree/bohr
Relative energy (zero: lowest compared OMol25 entry of this formula, charge and spin): 0.033 eV

Each line ends with the natural charge from an NBO analysis.
Geometry (Å):
Sc  -0.3092  0.0545  0.1772  1.8448
O  4.4645  0.3596  3.0194  -0.6818
C  3.5405  0.4220  3.9852  0.3671
C  3.9813  0.5118  5.3086  -0.2840
C  3.0848  0.6176  6.3500  -0.1579
C  1.7175  0.6123  6.1008  -0.2705
C  1.2670  0.4905  4.8053  -0.1449
C  2.1555  0.4013  3.7295  -0.1979
C  1.5930  0.3121  2.3716  0.6380
O  0.3479  0.2237  2.1847  -0.7554
N  2.4842  0.3799  1.3615  -0.4835
N  1.8935  0.3899  0.1572  -0.2763
C  2.5972  0.5397  -0.9176  0.0405
C  1.8893  0.6826  -2.1616  0.1658
C  2.5564  1.0344  -3.3466  -0.2253
C  1.8292  1.2431  -4.4979  -0.1455
C  0.4474  1.0752  -4.4535  -0.2597
C  -0.1324  0.7089  -3.2497  0.0734
N  0.5464  0.5243  -2.1254  -0.4830
H  3.9890  0.3351  2.1488  0.5062
H  5.0443  0.4964  5.4876  0.2236
H  3.4471  0.7035  7.3654  0.2132
H  1.0157  0.6938  6.9189  0.2143
H  0.2103  0.4587  4.5855  0.2311
H  3.6860  0.6088  -0.9010  0.1998
H  3.6290  1.1599  -3.3373  0.2273
H  2.3226  1.5355  -5.4150  0.2266
H  -0.1589  1.2306  -5.3316  0.2303
H  -1.2018  0.5631  -3.1723  0.2157
C  -1.2044  5.7411  -1.1026  -0.4016
N  -0.6857  4.5633  -0.4684  -0.3239
C  0.1075  4.5244  0.6408  -0.0857
C  0.3085  3.2052  0.9221  -0.0637
N  -0.3492  2.4378  0.0050  -0.5482
C  -0.9379  3.2867  -0.8100  0.2149
H  -0.4822  6.5515  -1.0217  0.2195
H  -2.1338  6.0521  -0.6225  0.2152
H  -1.4044  5.5401  -2.1535  0.2192
H  0.4544  5.4112  1.1299  0.2251
H  0.8640  2.7686  1.7316  0.2331
H  -1.5693  3.0204  -1.6376  0.2150
C  -5.3695  0.0362  -0.0038  -0.2209
C  -4.6392  -1.0329  -0.4909  -0.2537
C  -3.2533  -1.0241  -0.4204  -0.1389
C  -2.5173  0.0486  0.1226  -0.6247
C  -3.3112  1.1056  0.6107  -0.2093
C  -4.6980  1.1066  0.5538  -0.2391
H  -6.4504  0.0392  -0.0471  0.2046
H  -5.1566  -1.8782  -0.9239  0.2037
H  -2.7223  -1.8935  -0.8049  0.1969
H  -2.8365  1.9734  1.0712  0.1860
H  -5.2591  1.9425  0.9578  0.1996
Br  0.6377  -6.8731  0.2141  0.0141
C  0.3702  -4.9746  0.1476  -0.0697
C  -0.2947  -4.3419  1.1791  -0.2797
C  -0.4687  -2.9660  1.1235  -0.1352
C  0.0147  -2.1720  0.0665  -0.5548
C  0.6722  -2.8825  -0.9512  -0.2046
C  0.8484  -4.2595  -0.9301  -0.2651
H  -0.6777  -4.9100  2.0154  0.2197
H  -1.0098  -2.5012  1.9461  0.1978
H  1.0692  -2.3504  -1.8113  0.1859
H  1.3489  -4.7693  -1.7414  0.2167